No. 1
Here is a molecular structure, ClCu2 from the Open Molecules 2025 dataset. Energies are from the ωB97M-V functional and the def2-TZVPD basis.

For the energy above the lowest of the compared OMol25 structures with the same formula, charge and spin, the calculation gives 93.4 kJ/mol. For the orbital gap (spin up / spin down), the calculation gives 10.8 / 6.6 eV. The spin multiplicity is 3. The total charge is +3.

Each line ends with the Mulliken spin population.
Cartesian coordinates (Å):
Cu -1.35 -1.51 -1.05  0.69
Cu 1.35 1.79 0.50  0.67
Cl 0.00 -0.28 0.55  0.64


No. 2
Here is a molecular structure, ClCu6FO16P3 at a distorted geometry from the Open Molecules 2025 dataset. Energies are from the ωB97M-V functional and the def2-TZVPD basis.

For the orbital gap, the calculation gives 1.3 eV. The spin multiplicity is 1. The total charge is -5.

Each line ends with the Mulliken charge.
Cartesian coordinates (Å):
Cu -1.06 -2.22 3.41  0.77
Cu 2.95 -6.37 0.72  -0.37
Cu 4.71 1.39 3.05  -0.04
Cu 3.64 0.58 -6.64  -0.06
Cu 2.62 4.76 -3.59  -0.18
Cu -1.49 -4.84 -2.56  0.38
P 1.49 0.87 6.89  0.89
O 0.72 1.15 5.45  -0.47
O 0.87 2.16 7.48  -0.45
O 2.98 1.42 6.95  -0.59
O 1.08 -0.35 7.67  -0.75
P -0.89 -1.75 -7.68  0.93
O -1.37 -3.18 -8.19  -0.49
O -1.67 -0.66 -6.93  -0.62
O -0.01 -0.96 -8.61  -0.57
O 0.20 -2.59 -6.85  -0.34
P -4.12 3.55 2.18  0.92
O -4.19 2.11 1.94  -0.57
O -5.53 3.75 2.72  -0.55
O -2.83 4.38 2.40  -0.54
O -3.88 3.28 3.78  -0.25
F -1.35 -5.23 1.02  -0.92
Cl 1.41 -0.36 -0.95  1.41
O 2.22 -1.15 -0.04  -0.64
O 2.08 -0.04 -2.12  -0.60
O -0.01 -0.66 -1.04  -0.59
O 1.40 0.97 -0.45  -0.72


No. 3
Here is ClF in the gas phase from the Open Molecules 2025 dataset. Energies are from the ωB97M-V functional and the def2-TZVPD basis.

For the energy above the lowest of the compared OMol25 structures with the same formula, charge and spin, the calculation gives 0.7 kJ/mol. For the orbital gap, the calculation gives 11.2 eV. The spin multiplicity is 1. The total charge is 0.

Each line ends with the Mulliken charge.
Cartesian coordinates (Å):
F 0.00 0.00 -1.05  -0.15
Cl 0.00 0.00 0.55  0.15


No. 4
Here is ClF3NO2PS in the gas phase at a distorted geometry from the Open Molecules 2025 dataset. Energies are from the ωB97M-V functional and the def2-TZVPD basis.

For the energy above the lowest of the compared OMol25 structures with the same formula, charge and spin, the calculation gives 0.0 kJ/mol. For the orbital gap, the calculation gives 11.1 eV. The spin multiplicity is 1. The total charge is 0.

Each line ends with the Mulliken charge.
Cartesian coordinates (Å):
N -0.66 -0.76 -0.60  -0.47
O 0.68 1.07 -0.10  -0.48
O 1.85 -0.74 -1.33  -0.46
F -1.65 -0.96 1.78  -0.26
F -1.08 1.22 1.53  -0.19
F 0.65 -0.59 1.76  -0.20
P -0.60 -0.16 0.94  1.11
S 0.66 0.00 -1.13  1.10
Cl 0.16 0.93 -2.86  -0.14


No. 5
Here is 2 unconnected molecules or ions with the total composition ClF3Si at a distorted geometry from the Open Molecules 2025 dataset. Energies are from the ωB97M-V functional and the def2-TZVPD basis.

For the energy above the lowest of the compared OMol25 structures with the same formula, charge and spin, the calculation gives 292.0 kJ/mol. For the orbital gap, the calculation gives 8.4 eV. The spin multiplicity is 1. The total charge is 0.

Each line ends with the Mulliken charge.
Cartesian coordinates (Å):
F -0.84 -1.30 0.11  -0.13
F 1.59 0.11 0.21  -0.21
F -0.75 0.83 1.11  -0.16
Si -0.02 0.00 0.01  0.89
Cl -0.05 0.76 -2.85  -0.39


No. 6
Here is a molecular structure, ClFH2NOP at a distorted geometry from the Open Molecules 2025 dataset. Energies are from the ωB97M-V functional and the def2-TZVPD basis.

For the energy above the lowest of the compared OMol25 structures with the same formula, charge and spin, the calculation gives 183.2 kJ/mol. For the orbital gap, the calculation gives 10.4 eV. The spin multiplicity is 1. The total charge is 0.

Each line ends with the Mulliken charge.
Cartesian coordinates (Å):
N 0.50 -0.37 -1.42  -0.51
O -0.63 -1.07 0.76  -0.42
F 1.16 0.84 1.54  -0.56
P -0.08 0.14 -0.07  0.97
Cl -1.39 1.55 -0.02  -0.09
H 0.49 0.28 -2.22  0.26
H -0.05 -1.38 1.43  0.35


No. 7
Here is ClFH2Si in the gas phase at a distorted geometry from the Open Molecules 2025 dataset. Energies are from the ωB97M-V functional and the def2-TZVPD basis.

For the energy above the lowest of the compared OMol25 structures with the same formula, charge and spin, the calculation gives 179.5 kJ/mol. For the orbital gap, the calculation gives 10.2 eV. The spin multiplicity is 1. The total charge is 0.

Each line ends with the Mulliken charge.
Cartesian coordinates (Å):
F 0.27 -1.37 -0.74  -0.21
Si 0.25 0.18 -0.27  0.72
Cl -1.57 0.08 1.48  -0.42
H -0.31 1.11 -1.03  -0.05
H 1.37 0.00 0.56  -0.04


No. 8
Here is 2 unconnected molecules or ions with the total composition ClFN2O2 at a distorted geometry from the Open Molecules 2025 dataset. Energies are from the ωB97M-V functional and the def2-TZVPD basis.

For the energy above the lowest of the compared OMol25 structures with the same formula, charge and spin, the calculation gives 91.6 kJ/mol. For the orbital gap (spin up / spin down), the calculation gives 9.1 / 9.1 eV. The spin multiplicity is 1. The total charge is 0.

Each line ends with the Mulliken charge.
Cartesian coordinates (Å):
N -0.83 0.30 0.54  0.04
N 0.45 -0.27 0.03  1.13
O 1.35 0.48 0.06  -0.48
O 0.39 -1.42 -0.24  -0.53
F -0.77 1.89 -0.27  -0.32
Cl -2.18 -0.46 0.04  0.16


No. 9
Here is 2 unconnected molecules or ions with the total composition ClFOS at a distorted geometry from the Open Molecules 2025 dataset. Energies are from the ωB97M-V functional and the def2-TZVPD basis.

For the energy above the lowest of the compared OMol25 structures with the same formula, charge and spin, the calculation gives 488.1 kJ/mol. For the orbital gap, the calculation gives 5.6 eV. The spin multiplicity is 1. The total charge is 0.

Each line ends with the Mulliken charge.
Cartesian coordinates (Å):
F -1.17 1.40 0.94  -0.21
Cl -1.23 1.59 -0.83  0.21
O 1.65 -1.99 -0.24  -0.28
S 0.75 -1.00 0.12  0.28


No. 10
Here is a molecular structure, ClH10Li2O5 at a distorted geometry from the Open Molecules 2025 dataset. Energies are from the ωB97M-V functional and the def2-TZVPD basis.

For the energy above the lowest of the compared OMol25 structures with the same formula, charge and spin, the calculation gives 91.3 kJ/mol. For the orbital gap, the calculation gives 8.9 eV. The spin multiplicity is 1. The total charge is +1.

Each line ends with the Mulliken charge.
Cartesian coordinates (Å):
Li -0.22 2.52 -1.17  0.88
Li 2.87 0.93 0.31  0.90
Cl 0.50 0.58 0.05  -0.88
O -1.61 1.60 -2.18  -0.65
H -2.45 1.99 -2.44  0.32
H -1.82 0.73 -1.78  0.35
O 1.36 -2.73 0.13  -0.57
H 0.82 -1.93 0.23  0.28
H 1.95 -2.54 -0.61  0.30
O -2.02 -0.28 2.18  -0.54
H -1.29 0.10 1.68  0.21
H -2.42 0.46 2.65  0.31
O 1.20 -0.02 3.45  -0.56
H 0.98 0.26 2.56  0.22
H 1.23 0.80 3.97  0.33
O 0.37 -1.21 -2.96  -0.56
H 0.15 -0.75 -3.79  0.32
H 0.41 -0.52 -2.29  0.32